(1)
{
  "formula": "C7H23Li2N4O7",
  "method": "wB97M-V/def2-TZVPD",
  "symbols": ["Li", "Li", "C", "O", "H", "H", "H", "C", "C", "O", "O", "H", "H", "H", "H", "H", "H", "C", "C", "O", "O", "H", "H", "H", "H", "H", "H", "C", "O", "N", "N", "H", "H", "H", "H", "C", "O", "N", "N", "H", "H", "H", "H"],
  "positions_angstrom": [[12.277, 13.052, -25.377], [11.661, 14.861, -23.631], [10.415, 12.243, -22.894], [11.166, 12.964, -23.863], [10.287, 11.226, -23.267], [10.977, 12.180, -21.958], [9.474, 12.744, -22.661], [11.234, 7.297, -23.844], [11.837, 7.838, -22.559], [12.381, 6.787, -21.797], [9.955, 7.857, -24.112], [11.136, 6.215, -23.820], [11.881, 7.515, -24.703], [11.068, 8.328, -21.944], [12.478, 8.693, -22.847], [12.520, 7.071, -20.890], [9.995, 8.816, -24.071], [11.607, 13.361, -18.122], [11.780, 13.898, -19.542], [12.873, 14.802, -19.722], [12.123, 12.014, -18.012], [10.535, 13.198, -18.007], [12.027, 13.987, -17.339], [10.887, 14.420, -19.886], [11.916, 13.043, -20.211], [13.703, 14.322, -19.651], [13.057, 12.041, -18.247], [7.229, 12.913, -25.926], [6.368, 12.640, -26.732], [6.986, 13.218, -24.621], [8.566, 12.882, -26.305], [7.754, 13.577, -24.087], [6.037, 13.307, -24.313], [8.761, 12.860, -27.288], [9.259, 13.235, -25.669], [11.185, 10.772, -27.167], [11.539, 11.934, -26.898], [10.031, 10.249, -26.679], [11.952, 9.923, -27.931], [9.725, 9.341, -26.980], [9.462, 10.934, -26.203], [12.913, 10.177, -28.047], [11.427, 9.270, -28.485]],
  "nbo_charge": [0.96, 0.97, -0.22, -1.19, 0.16, 0.16, 0.15, -0.08, -0.09, -0.71, -0.71, 0.21, 0.15, 0.16, 0.14, 0.48, 0.45, -0.11, -0.10, -0.73, -0.71, 0.19, 0.19, 0.17, 0.16, 0.47, 0.45, 0.77, -0.62, -0.84, -0.89, 0.37, 0.42, 0.42, 0.38, 0.80, -0.82, -0.82, -0.84, 0.42, 0.43, 0.42, 0.41],
  "e_tot_ha": -1041.1413,
  "lumo_ev": -4.883,
  "charge": 1,
  "gap_ev": 7.394
}

(2)
{
  "formula": "C7H23NO3PW",
  "method": "wB97M-V/def2-TZVPD",
  "symbols": ["C", "W", "N", "H", "H", "H", "H", "H", "H", "H", "H", "C", "C", "O", "P", "O", "C", "C", "O", "C", "C", "H", "H", "H", "H", "H", "H", "H", "H", "H", "H", "H", "H", "H", "H", "H"],
  "positions_angstrom": [[-2.584, 1.355, 0.215], [0.165, -0.312, 0.176], [1.600, -1.221, -1.090], [0.323, 1.034, 1.203], [2.522, -0.779, -1.042], [-3.220, 1.026, 1.069], [-2.987, 0.825, -0.650], [-1.466, 1.045, 0.172], [-2.771, 2.448, 0.112], [1.752, -2.210, -0.864], [1.321, -1.175, -2.072], [1.427, 2.071, 3.799], [2.485, 1.120, 3.292], [2.037, -0.280, 3.123], [0.632, -0.628, 2.374], [-0.472, -0.292, 3.554], [-0.565, -0.886, 4.855], [0.700, -1.486, 5.432], [0.643, -2.314, 2.513], [-0.433, -2.754, 1.601], [-0.105, -4.202, 1.166], [0.723, 2.342, 2.997], [1.918, 3.011, 4.095], [0.873, 1.676, 4.666], [2.885, 1.460, 2.322], [3.332, 1.077, 4.007], [-0.919, -0.081, 5.507], [-1.355, -1.651, 4.818], [1.527, -0.774, 5.388], [0.520, -1.737, 6.480], [0.990, -2.401, 4.907], [-1.375, -2.751, 2.173], [-0.495, -2.003, 0.661], [-0.247, -4.940, 1.978], [-0.790, -4.480, 0.356], [0.923, -4.299, 0.780]],
  "nbo_charge": [-0.77, 0.37, -1.07, -0.09, 0.44, 0.25, 0.22, 0.11, 0.26, 0.43, 0.40, -0.65, -0.06, -0.83, 1.89, -0.85, -0.06, -0.65, -0.81, 0.00, -0.64, 0.21, 0.24, 0.23, 0.19, 0.21, 0.20, 0.18, 0.22, 0.23, 0.23, 0.22, 0.05, 0.25, 0.22, 0.21],
  "e_tot_ha": -969.0338,
  "spin_multiplicity": 3,
  "lumo_ev": [-3.871, -3.903],
  "charge": 1,
  "gap_ev": [7.317, 7.098]
}

(3)
{
  "formula": "C7H23NO4",
  "method": "wB97M-V/def2-TZVPD",
  "symbols": ["C", "C", "C", "C", "C", "C", "C", "N", "H", "H", "H", "H", "H", "H", "H", "H", "H", "H", "H", "H", "H", "H", "H", "O", "H", "H", "O", "H", "H", "O", "H", "H", "O", "H", "H"],
  "positions_angstrom": [[0.344, -1.943, 2.130], [-0.302, -0.915, 1.211], [-0.415, -1.197, -0.082], [-0.315, -2.548, -0.710], [-0.828, -0.068, -1.056], [0.292, 0.960, -1.263], [0.162, 2.237, -0.333], [1.411, 2.540, 0.355], [0.891, -1.482, 2.945], [-0.338, -2.759, 2.398], [1.054, -2.533, 1.536], [-0.444, 0.000, 1.773], [-0.476, -2.679, -1.775], [-0.937, -3.293, -0.209], [0.710, -2.904, -0.530], [-1.721, 0.383, -0.625], [-0.972, -0.572, -2.008], [1.273, 0.566, -1.075], [0.270, 1.352, -2.281], [-0.672, 2.000, 0.321], [0.009, 3.104, -0.978], [1.963, 3.305, 0.019], [1.336, 2.580, 1.359], [3.743, 1.406, -0.458], [2.851, 1.368, -0.037], [3.667, 0.745, -1.155], [-3.487, -0.435, 1.406], [-2.763, -0.801, 1.913], [-3.649, -0.838, 0.554], [-3.268, 2.411, 1.293], [-3.451, 1.812, 0.572], [-2.634, 2.025, 1.894], [2.074, -0.914, -2.404], [2.872, -1.257, -2.822], [1.752, -1.654, -1.878]],
  "nbo_charge": [-0.65, -0.24, 0.04, -0.68, -0.43, -0.41, -0.22, -0.88, 0.22, 0.21, 0.20, 0.20, 0.23, 0.23, 0.21, 0.21, 0.21, 0.23, 0.20, 0.19, 0.19, 0.38, 0.37, -0.98, 0.49, 0.46, -0.97, 0.49, 0.48, -0.94, 0.48, 0.47, -0.94, 0.48, 0.47],
  "e_tot_ha": -636.1485,
  "smiles": "C/C=C(\\C)CCCN.O.O.O.O",
  "lumo_ev": 0.350,
  "gap_ev": 9.290
}

(4)
{
  "formula": "C7H23O8Tl2",
  "method": "wB97M-V/def2-TZVPD",
  "symbols": ["Tl", "Tl", "O", "H", "C", "O", "H", "H", "H", "H", "C", "C", "O", "O", "H", "H", "H", "H", "H", "H", "C", "C", "O", "O", "H", "H", "H", "H", "H", "H", "C", "C", "O", "O", "H", "H", "H", "H", "H", "H"],
  "positions_angstrom": [[11.134, -13.738, 31.045], [10.301, -10.179, 27.838], [11.928, -12.510, 28.589], [12.785, -12.862, 28.306], [13.609, -15.754, 25.382], [13.002, -15.144, 26.524], [14.606, -15.371, 25.126], [13.749, -16.809, 25.623], [12.966, -15.794, 24.485], [12.862, -14.218, 26.282], [14.685, -14.555, 29.993], [16.271, -14.742, 30.256], [16.890, -14.580, 29.084], [14.146, -14.368, 31.270], [14.292, -15.410, 29.434], [14.513, -13.632, 29.445], [16.409, -15.791, 30.627], [16.611, -14.131, 31.105], [17.779, -14.158, 29.153], [14.554, -15.015, 31.877], [12.419, -10.290, 24.380], [13.557, -9.875, 25.360], [13.075, -9.367, 26.569], [11.595, -11.285, 24.937], [12.923, -10.814, 23.563], [11.819, -9.437, 23.989], [14.284, -9.215, 24.877], [14.082, -10.844, 25.553], [13.826, -8.834, 26.909], [11.411, -11.970, 24.272], [10.813, -17.407, 30.469], [11.152, -17.113, 29.049], [11.294, -15.719, 28.777], [11.466, -16.641, 31.432], [10.899, -18.483, 30.739], [9.682, -17.354, 30.544], [10.419, -17.508, 28.331], [12.156, -17.583, 28.903], [11.677, -15.710, 27.872], [11.444, -17.183, 32.249]],
  "nbo_charge": [1.10, 1.09, -0.76, 0.44, -0.29, -0.67, 0.24, 0.23, 0.25, 0.47, -0.04, -0.06, -0.42, -0.56, 0.23, 0.20, 0.32, 0.26, 0.56, 0.53, -0.11, -0.09, -0.51, -0.55, 0.26, 0.35, 0.28, 0.30, 0.55, 0.54, -0.14, -0.12, -0.63, -0.58, 0.31, 0.35, 0.29, 0.30, 0.53, 0.55],
  "e_tot_ha": -1224.5917,
  "lumo_ev": -21.877,
  "charge": 5,
  "gap_ev": 2.539
}